Entry 1:
C18H30Cl2IN3O as an isolated structure, computed with ωB97M-V with the def2-TZVPD basis set.

- Orbital gap: 5.80 eV
- Highest occupied orbital energy: -6.07 eV
- Net charge: 0

Structure (XYZ):
```
55
Properties=species:S:1:pos:R:3:forces:R:3
C -2.098332 2.828751 2.944573 1.0 -0.8 0.5
C -2.467962 1.199834 2.957189 1.0 0.0 1.0
C -1.707446 0.412733 1.756015 -1.9 -0.3 -3.5
N -0.397576 -0.307866 2.139856 -1.9 -1.4 -1.9
C 0.429396 -1.098677 1.153171 -0.2 1.9 -1.2
C 1.840705 -1.759039 1.761487 -1.1 0.4 1.0
C 2.978708 -0.588887 1.911308 0.3 0.8 -0.1
C 3.394146 0.150800 0.505641 3.4 -0.1 1.3
C 3.996373 1.660914 0.893282 -0.2 -0.7 -1.6
C 4.627938 2.268367 -0.518743 0.6 0.1 0.4
N 3.537731 2.502438 -1.546856 1.1 0.5 -0.2
C -0.058208 -1.274118 -0.400120 -4.9 1.1 0.6
C 0.810561 -2.135532 -1.506542 0.7 -0.4 0.9
C -0.074230 -3.227792 -2.360572 -0.8 0.2 0.1
C -0.557249 -4.491804 -1.378675 3.6 -4.4 0.2
N -1.899348 -4.484280 -0.646164 1.6 -1.3 -0.9
O 0.284055 -5.535282 -1.247074 -4.9 6.4 -0.6
C -1.455661 -0.513464 -0.842592 2.0 -1.8 2.5
C -2.335565 0.402082 0.253674 4.1 -2.3 2.7
C -3.673415 1.079333 -0.331430 0.6 -1.4 -2.0
Cl -4.690925 2.190327 0.695259 0.8 -0.8 -0.2
C -3.394386 1.916673 -1.756549 -2.2 0.0 -0.6
C -3.716369 0.985724 -3.099232 0.1 -0.1 -0.8
Cl -1.753061 2.771952 -1.805938 -1.5 -0.9 0.0
H -1.093876 2.915967 2.316473 -2.3 0.1 1.1
H -1.785114 3.127199 4.057338 -1.0 -0.5 -2.4
H -2.968148 3.495959 2.536207 1.9 -1.4 0.7
H -3.630072 1.000489 3.042921 2.6 0.3 -0.6
H -2.012952 0.804956 3.988092 -0.9 0.6 -2.3
H -0.068004 -0.240753 3.149339 -0.7 -0.2 -2.1
H 2.182066 -2.718797 1.186211 -0.7 2.1 0.9
H 1.567962 -2.102827 2.868103 0.5 0.6 -2.4
H 3.974127 -0.948947 2.459567 -2.3 0.3 -1.2
H 2.520523 0.236871 2.641883 0.9 -1.7 -1.7
H 2.485145 0.321573 -0.235938 4.9 -1.9 1.2
H 4.241539 -0.390259 -0.098626 -1.2 0.5 1.5
H 4.822757 1.600011 1.728695 -1.7 0.2 -1.6
H 3.063307 2.300907 1.204728 2.0 -1.0 -0.4
H 5.239324 3.263627 -0.335266 -1.1 -2.0 -0.1
H 5.379306 1.473555 -0.984145 -1.6 1.6 1.1
H 3.938179 2.479505 -2.511190 -0.3 0.1 1.2
H 3.082143 3.436012 -1.442889 0.6 -1.2 0.1
H 1.433097 -1.414304 -2.225670 -1.7 -1.4 1.6
H 1.632388 -2.761648 -0.922902 -1.7 1.4 -1.2
H -1.003946 -2.669481 -2.801892 1.6 -1.2 1.0
H 0.544862 -3.647367 -3.290205 -1.2 0.7 2.4
H -1.765257 -4.994826 0.277271 0.1 0.7 -1.7
H -2.536274 -5.128687 -1.204561 1.0 1.2 0.7
H -1.784371 -0.662759 -1.966396 0.7 0.5 2.7
H -4.386065 0.184609 -0.680521 1.5 2.0 1.0
H -4.213628 2.784534 -1.804206 2.0 -1.9 0.3
H -2.742569 0.605204 -3.640190 -1.8 0.8 1.2
H -4.334416 1.591581 -3.921446 1.5 -1.1 2.0
H -4.373817 0.037570 -2.855217 1.4 2.0 -0.2
I 0.971907 1.067340 -0.066535 -4.3 5.1 -0.5
```
Positions in Å, forces in eV/Å.

Electronic structure analysis, Löwdin charges in units of e: number 1, C, carries -0.1335; number 2, C, carries -0.2293; number 3, C, carries -0.1482; number 4, N, carries -0.0453; number 5, C, carries -0.2507; number 6, C, carries -0.1385; number 7, C, carries -0.2286; number 8, C, carries -0.4209; number 9, C, carries -0.2426; number 10, C, carries -0.2869; number 11, N, carries -0.0883; number 12, C, carries -0.3058; number 13, C, carries -0.1664; number 14, C, carries -0.1174; number 15, C, carries -0.2916; number 16, N, carries 0.0383; number 17, O, carries -0.0667; number 18, C, carries -0.0974; number 19, C, carries -0.1580; number 20, C, carries -0.6315; number 21, Cl, carries 0.5920; number 22, C, carries -0.6845; number 23, C, carries -0.1490; number 24, Cl, carries 0.5014; number 25, H, carries 0.0796; number 26, H, carries 0.0792; number 27, H, carries 0.0495; number 28, H, carries 0.0973; number 29, H, carries 0.1043; number 30, H, carries 0.1436; number 31, H, carries 0.1126; number 32, H, carries 0.1209; number 33, H, carries 0.1256; number 34, H, carries 0.1139; number 35, H, carries -0.2572; number 36, H, carries 0.1104; number 37, H, carries 0.1113; number 38, H, carries 0.0490; number 39, H, carries 0.1053; number 40, H, carries 0.1172; number 41, H, carries 0.0663; number 42, H, carries 0.0666; number 43, H, carries 0.1350; number 44, H, carries 0.1125; number 45, H, carries 0.1014; number 46, H, carries 0.1353; number 47, H, carries 0.0919; number 48, H, carries 0.0953; number 49, H, carries 0.0798; number 50, H, carries 0.1197; number 51, H, carries 0.0895; number 52, H, carries 0.0729; number 53, H, carries 0.0917; number 54, H, carries 0.0824; number 55, I, carries 1.1467

=====

Entry 2:
C18H30ClFINO11Si2 as an isolated structure, computed with ωB97M-V with the def2-TZVPD basis set.

- Orbital gap: 9.91 eV
- Highest occupied orbital energy: -9.78 eV
- Net charge: 0

Structure (XYZ):
```
65
Properties=species:S:1:pos:R:3:forces:R:3
C 0.201029 -0.423853 -4.903050 0.6 0.4 -0.4
C 1.045835 0.356730 -3.872717 -0.4 -0.3 -0.4
C 0.410136 0.519162 -2.461624 0.0 -0.3 0.0
Cl -1.067241 -0.554276 -2.279217 0.1 0.3 0.2
Si 1.575564 -0.042819 -1.054839 -0.1 -1.0 -0.3
C 3.309634 0.739681 -1.144537 -0.3 0.0 0.4
O 3.384359 2.153678 -1.020773 0.1 -0.3 -0.3
C 2.871366 2.837004 -2.141640 0.3 0.8 0.2
C 1.835807 -1.923719 -1.349875 1.0 1.2 0.7
C 1.937474 -2.635240 -0.001998 1.0 2.2 -2.2
O 1.297252 -3.558170 0.206096 -2.3 -3.4 1.3
I 3.282264 -2.000453 1.567029 0.4 0.3 0.1
O 0.818023 0.081520 0.441081 0.2 1.3 -0.8
Si 0.309171 1.608143 0.911085 -0.9 -0.4 0.2
C -1.390803 2.109747 0.260416 0.4 -0.3 -0.2
C 0.234875 1.665671 2.843876 -0.6 -2.2 -1.3
O 0.646579 2.618967 3.369778 1.1 2.5 1.5
N -0.277798 0.556268 3.668903 -0.9 0.2 0.5
C -1.509841 0.047340 3.216634 1.8 1.0 0.6
O -1.598577 -0.907814 2.566463 -0.8 -2.8 -1.5
F -2.565603 0.741338 3.557993 -0.5 1.1 0.5
H -0.748259 0.069201 -5.115898 -0.1 -0.2 0.2
H 0.069923 -1.471704 -4.637764 -0.2 0.1 0.1
H 0.763748 -0.415511 -5.845311 -0.1 0.0 0.1
H 2.020218 -0.148349 -3.836199 -0.1 0.1 0.3
H 1.228482 1.340644 -4.314184 0.0 0.0 0.3
H 0.024573 1.528644 -2.308289 0.0 -0.1 -0.1
H 3.876122 0.324808 -0.301644 -0.1 0.1 -0.1
H 3.817756 0.363116 -2.051163 -0.1 0.2 0.0
H 3.300007 3.844095 -2.114480 0.0 -0.1 0.0
H 3.190486 2.383856 -3.088213 -0.2 -0.1 0.1
H 1.781297 2.976121 -2.084912 0.1 -0.3 -0.2
H 1.037647 -2.366346 -1.943997 0.0 -0.1 0.3
H 2.783660 -2.052844 -1.890392 0.0 0.0 0.2
H 1.250707 2.670954 0.536316 0.2 -0.1 0.0
H -1.238861 2.857569 -0.526612 -0.1 0.1 0.2
H -1.938700 1.286989 -0.208710 0.1 0.0 0.3
H -1.981167 2.537063 1.076396 0.0 0.0 -0.2
H 0.360271 -0.234211 3.670690 0.2 0.1 -0.3
C 2.183743 -0.400540 6.297308 0.3 0.3 -0.1
C 2.813917 -1.711761 5.888257 -0.4 0.6 0.2
C 2.502315 -2.855173 6.819757 -0.2 -0.3 0.0
O 3.654331 -3.690148 6.671327 0.1 0.3 0.0
C 4.692819 -2.881120 6.322049 0.1 -0.1 0.0
O 5.832108 -3.210131 6.323484 0.0 0.0 0.0
O 4.243537 -1.643351 5.973675 0.0 -0.4 0.0
H 2.424725 0.381324 5.575180 -0.1 0.0 0.0
H 1.098358 -0.489570 6.363111 0.0 0.0 0.0
H 2.572684 -0.068430 7.260799 -0.1 -0.1 0.0
H 2.547160 -1.954456 4.855048 0.0 -0.1 0.0
H 1.597794 -3.392398 6.540784 0.1 -0.2 0.0
H 2.426939 -2.548074 7.866358 0.0 0.1 -0.1
C -5.898351 1.448850 -2.594342 0.2 0.4 -0.1
C -6.017383 0.719918 -3.911545 0.0 0.2 0.7
C -5.808640 -0.770391 -3.808817 -0.2 -0.3 0.0
O -5.291294 -1.096970 -5.101679 0.1 0.3 0.0
C -4.661065 0.017316 -5.568848 0.1 -0.1 -0.1
O -3.941927 0.036253 -6.512831 0.0 0.0 0.0
O -4.962941 1.100545 -4.805895 0.0 -0.3 -0.2
H -6.081904 2.515062 -2.731081 -0.1 0.0 0.0
H -6.613842 1.063475 -1.867282 0.0 0.0 -0.1
H -4.889923 1.350958 -2.188609 0.0 -0.2 0.0
H -6.971763 0.955828 -4.390982 0.0 -0.1 -0.1
H -6.733593 -1.309187 -3.612309 0.1 -0.1 -0.2
H -5.065222 -1.050827 -3.057636 0.0 0.2 0.0
```
Positions in Å, forces in eV/Å.

Electronic structure analysis, Löwdin charges in units of e: number 1, C, carries -0.1453; number 2, C, carries -0.3025; number 3, C, carries -0.6441; number 4, Cl, carries 0.6095; number 5, Si, carries 0.4339; number 6, C, carries -0.2614; number 7, O, carries -0.2419; number 8, C, carries -0.1230; number 9, C, carries -0.1910; number 10, C, carries -0.8903; number 11, O, carries 0.0536; number 12, I, carries 0.8887; number 13, O, carries -0.3351; number 14, Si, carries 0.5873; number 15, C, carries -0.1745; number 16, C, carries -0.4559; number 17, O, carries 0.1157; number 18, N, carries 0.1259; number 19, C, carries -0.6152; number 20, O, carries 0.1908; number 21, F, carries 0.1630; number 22, H, carries 0.0677; number 23, H, carries 0.0574; number 24, H, carries 0.0779; number 25, H, carries 0.0937; number 26, H, carries 0.1032; number 27, H, carries 0.0492; number 28, H, carries 0.0458; number 29, H, carries 0.0973; number 30, H, carries 0.0962; number 31, H, carries 0.0915; number 32, H, carries 0.0764; number 33, H, carries 0.0709; number 34, H, carries 0.0946; number 35, H, carries 0.0387; number 36, H, carries 0.0310; number 37, H, carries 0.0126; number 38, H, carries 0.0370; number 39, H, carries 0.1232; number 40, C, carries -0.0238; number 41, C, carries -0.3472; number 42, C, carries -0.0986; number 43, O, carries 0.0637; number 44, C, carries -0.5513; number 45, O, carries 0.1712; number 46, O, carries 0.0789; number 47, H, carries 0.0832; number 48, H, carries 0.0872; number 49, H, carries 0.0933; number 50, H, carries 0.1123; number 51, H, carries 0.1399; number 52, H, carries 0.1403; number 53, C, carries -0.0212; number 54, C, carries -0.3359; number 55, C, carries -0.1004; number 56, O, carries 0.0630; number 57, C, carries -0.5547; number 58, O, carries 0.1646; number 59, O, carries 0.0824; number 60, H, carries 0.0868; number 61, H, carries 0.0919; number 62, H, carries 0.0859; number 63, H, carries 0.1586; number 64, H, carries 0.1392; number 65, H, carries 0.1383

=====

- Which formula does entry 2 have?
  C18H30ClFINO11Si2

=====

- The highest orbital gap belongs to which entry?
  C18H30ClFINO11Si2